Entry 1:
{
  "formula": "C22H26IrN2O2P2",
  "method": "ωB97M-V/def2-TZVPD",
  "species": ["Ir", "N", "N", "C", "O", "O", "H", "H", "H", "C", "C", "C", "C", "C", "C", "P", "C", "C", "C", "C", "C", "C", "C", "C", "C", "C", "C", "C", "H", "H", "H", "H", "H", "H", "H", "H", "H", "H", "H", "H", "H", "H", "C", "P", "C", "C", "H", "H", "H", "H", "H", "H", "H", "H", "H"],
  "xyz": [[1.67050, 1.09433, 0.66662], [0.87213, 3.47809, 0.44222], [-0.52146, 3.48349, 0.49395], [-1.21122, 2.35064, 0.86201], [-2.42965, 2.33180, 0.81901], [-0.46445, 1.33399, 1.22929], [1.25118, 3.99994, 1.22576], [1.18881, 3.90785, -0.41797], [-1.03817, 4.32259, 0.29190], [-5.24065, -3.22115, 1.00839], [-4.92684, -2.19441, 1.88446], [-3.85745, -1.35236, 1.60674], [-3.10923, -1.54498, 0.44956], [-3.43609, -2.56844, -0.44355], [-4.50097, -3.40430, -0.15588], [-1.66965, -0.47178, 0.17690], [-1.87251, 0.15306, -1.50741], [-0.80934, 0.51529, -2.33513], [-1.04688, 0.99534, -3.61244], [-2.34751, 1.13358, -4.07769], [-3.41238, 0.80106, -3.25316], [-3.18094, 0.32302, -1.97491], [-0.15951, -1.46349, 0.30457], [-0.28230, -2.82169, 0.61126], [0.83345, -3.64663, 0.62663], [2.08062, -3.11998, 0.34774], [2.21292, -1.75493, 0.11256], [1.11697, -0.89073, 0.14155], [-6.06563, -3.88670, 1.22754], [-5.50913, -2.04902, 2.78471], [-3.60259, -0.54030, 2.27743], [-2.85734, -2.70765, -1.34882], [-4.75105, -4.20516, -0.84003], [0.20722, 0.39706, -1.99684], [-0.21337, 1.25533, -4.25293], [-2.52980, 1.50114, -5.07906], [-4.42988, 0.92015, -3.60274], [-4.01630, 0.09112, -1.32849], [-1.25311, -3.24229, 0.82591], [0.71891, -4.70021, 0.84531], [2.95472, -3.75873, 0.33142], [3.20614, -1.36187, -0.08156], [4.90740, 1.22433, -0.47787], [3.95292, 1.52128, 1.05075], [4.69351, 0.37361, 2.25912], [4.65120, 3.11765, 1.59634], [5.96868, 1.15343, -0.24131], [4.74853, 2.05431, -1.16731], [4.58469, 0.30763, -0.97137], [5.77283, 0.32463, 2.11178], [4.26465, -0.62268, 2.16308], [4.49192, 0.74378, 3.26479], [5.73720, 3.03285, 1.64932], [4.26893, 3.37756, 2.58364], [4.38941, 3.90952, 0.89420]],
  "mulliken_spin": [2.333, 0.075, 0.012, -0.034, 0.035, 0.133, -0.010, -0.004, 0.002, -0.001, 0.005, 0.034, 0.097, 0.025, 0.009, 0.453, 0.067, 0.014, -0.017, 0.054, -0.025, 0.035, 0.203, 0.049, 0.005, 0.039, 0.014, 0.186, 0.000, 0.000, 0.014, 0.005, 0.000, -0.016, -0.001, 0.003, -0.001, 0.007, 0.011, 0.002, 0.003, -0.016, 0.004, 0.159, -0.007, 0.026, 0.003, 0.000, -0.001, 0.001, 0.003, -0.001, 0.001, 0.006, 0.008],
  "energy_ha": -1900.63163,
  "homo_ev": [-10.1, -11.8],
  "charge": 1,
  "spin_multiplicity": 5,
  "relative_energy_kcal_mol": 16.7,
  "homo_lumo_gap_ev": [7.73, 7.31],
  "lumo_ev": [-2.346, -4.464]
}

=====

Entry 2:
{
  "formula": "C22H26N2O4",
  "method": "ωB97M-V/def2-TZVPD",
  "species": ["C", "C", "H", "H", "O", "C", "O", "C", "C", "H", "H", "C", "N", "C", "C", "N", "H", "C", "C", "C", "C", "C", "C", "C", "C", "C", "C", "H", "H", "H", "H", "H", "H", "H", "H", "H", "H", "H", "C", "O", "C", "O", "C", "H", "C", "H", "H", "H", "H", "H", "H", "H", "H", "H"],
  "xyz": [[-5.38151, -3.30755, 0.97082], [-5.87255, -2.72799, -0.34784], [-6.05072, -3.51480, -1.08320], [-6.78780, -2.14894, -0.18930], [-4.88770, -1.88075, -0.94577], [-4.81475, -0.62283, -0.49995], [-5.53831, -0.16628, 0.34432], [-3.72079, 0.14360, -1.23228], [-2.37683, -0.58820, -1.10930], [-2.49091, -1.63115, -1.40542], [-1.65082, -0.11306, -1.77366], [-1.87735, -0.49234, 0.33509], [-1.74480, 0.89234, 0.72001], [-0.59672, 1.57619, 0.58720], [0.74477, 1.27407, 0.32257], [1.45415, 0.16927, 0.02639], [0.97264, -0.66220, -0.28825], [2.85144, 0.25635, -0.34065], [3.65821, -0.88022, 0.22363], [3.16736, -1.81068, 1.12474], [3.98833, -2.82331, 1.59293], [5.30027, -2.90890, 1.16224], [5.79634, -1.97708, 0.26594], [4.98457, -0.95769, -0.20230], [5.43926, 0.07736, -1.18129], [4.45038, 0.12942, -2.35150], [2.99843, 0.30530, -1.87783], [2.59690, 1.25983, -2.22172], [2.37597, -0.48753, -2.30239], [4.72742, 0.94554, -3.01902], [4.54079, -0.80198, -2.91393], [6.44092, -0.14786, -1.54931], [5.46865, 1.05468, -0.69184], [6.82219, -2.03913, -0.06780], [5.93882, -3.69966, 1.52702], [3.60150, -3.54476, 2.29746], [2.14946, -1.73966, 1.47986], [3.23027, 1.19673, 0.07455], [1.16166, 2.66943, 0.51711], [2.22264, 3.25367, 0.47409], [-0.28984, 3.00671, 0.77193], [-0.95387, 3.99621, 0.98370], [-3.00260, 1.61077, 0.69838], [-2.82872, 2.64028, 1.00992], [-3.60606, 1.57900, -0.70918], [-4.59325, 2.03937, -0.68122], [-2.97164, 2.15659, -1.38433], [-3.68889, 1.13355, 1.40247], [-0.92321, -1.00495, 0.46214], [-2.60704, -0.95926, 1.00586], [-4.01740, 0.15855, -2.28725], [-4.44111, -3.83448, 0.82542], [-6.12015, -4.00235, 1.35927], [-5.23585, -2.51121, 1.69675]],
  "nbo_charge": [-0.636, -0.076, 0.192, 0.200, -0.516, 0.805, -0.604, -0.326, -0.406, 0.231, 0.210, -0.207, -0.397, 0.124, 0.112, -0.580, 0.389, -0.088, -0.051, -0.208, -0.214, -0.208, -0.233, 0.077, -0.444, -0.393, -0.400, 0.218, 0.197, 0.214, 0.203, 0.217, 0.216, 0.210, 0.213, 0.212, 0.211, 0.251, 0.425, -0.574, 0.429, -0.564, -0.232, 0.253, -0.408, 0.235, 0.213, 0.212, 0.200, 0.204, 0.242, 0.208, 0.221, 0.222],
  "energy_ha": -1264.41167,
  "homo_ev": -7.7,
  "relative_energy_kcal_mol": 54.8,
  "homo_lumo_gap_ev": 8.14,
  "lumo_ev": 0.386
}

=====

Entry 3:
{
  "formula": "C22H26N2O4S",
  "method": "ωB97M-V/def2-TZVPD",
  "species": ["C", "H", "H", "H", "C", "C", "H", "H", "H", "H", "O", "C", "C", "C", "C", "C", "C", "H", "H", "C", "C", "C", "O", "C", "O", "N", "C", "H", "H", "C", "N", "C", "H", "H", "H", "C", "H", "H", "H", "H", "H", "C", "C", "C", "C", "C", "S", "H", "H", "H", "H", "O", "H", "H", "H"],
  "xyz": [[-5.61943, 3.78002, -2.11752], [-5.73430, 3.37754, -3.12110], [-4.63280, 4.23065, -2.03990], [-6.37062, 4.54823, -1.95660], [-5.79205, 2.65965, -1.09286], [-7.14251, 1.96894, -1.25128], [-7.24221, 1.17121, -0.52008], [-7.94618, 2.68504, -1.10776], [-7.22063, 1.53821, -2.24577], [-5.71430, 3.06395, -0.07369], [-4.80664, 1.64748, -1.28040], [-3.54367, 1.81844, -0.84241], [-2.66030, 0.77197, -1.13510], [-1.35162, 0.80642, -0.71672], [-0.86599, 1.89625, 0.01004], [-1.74292, 2.95059, 0.27600], [-3.05910, 2.91742, -0.13256], [-3.69727, 3.75241, 0.10957], [-1.37803, 3.80426, 0.82559], [0.50444, 2.00178, 0.50993], [1.32485, 0.96034, 0.87523], [2.55668, 1.21965, 1.57084], [3.07605, 2.31805, 1.76168], [3.02746, -0.10140, 2.13601], [3.95668, -0.30598, 2.88729], [2.15787, -1.04131, 1.68853], [2.15966, -2.38978, 2.18996], [1.12107, -2.69316, 2.35874], [2.68283, -2.36068, 3.14969], [2.82664, -3.46816, 1.29382], [4.25388, -3.43029, 1.11379], [4.73821, -2.44817, 0.16907], [5.77228, -2.69227, -0.07652], [4.71655, -1.42065, 0.55306], [4.14751, -2.50360, -0.74432], [5.01805, -3.41302, 2.34467], [4.61712, -4.16176, 3.02647], [6.05020, -3.67427, 2.11099], [5.01357, -2.43142, 2.83575], [2.36569, -3.45303, 0.30418], [2.58772, -4.42954, 1.76359], [1.12411, -0.52997, 0.79924], [1.33066, -1.04787, -0.59687], [0.76583, -2.13765, -1.19012], [1.23961, -2.35352, -2.50310], [2.15486, -1.42646, -2.88268], [2.45990, -0.26625, -1.65240], [2.67425, -1.34824, -3.81676], [0.91141, -3.16304, -3.12957], [0.02945, -2.75914, -0.71093], [0.13540, -0.84914, 1.16086], [0.91978, 3.24825, 0.69738], [1.83038, 3.22702, 1.10978], [-0.69388, 0.00008, -0.99120], [-3.03617, -0.06406, -1.70352]],
  "nbo_charge": [-0.635, 0.215, 0.217, 0.216, 0.101, -0.614, 0.219, 0.213, 0.213, 0.172, -0.493, 0.346, -0.255, -0.176, -0.106, -0.144, -0.311, 0.220, 0.232, 0.458, -0.263, 0.447, -0.574, 0.583, -0.586, -0.407, -0.251, 0.197, 0.235, -0.216, -0.445, -0.409, 0.197, 0.171, 0.195, -0.428, 0.191, 0.197, 0.202, 0.204, 0.194, -0.085, -0.202, -0.273, -0.259, -0.407, 0.460, 0.240, 0.228, 0.227, 0.222, -0.647, 0.521, 0.227, 0.225],
  "energy_ha": -1662.58611,
  "homo_ev": -8.0,
  "relative_energy_kcal_mol": 50.1,
  "homo_lumo_gap_ev": 7.49,
  "lumo_ev": -0.474
}

=====

Entry 4:
{
  "formula": "C22H26N2OPPdS2Se2",
  "method": "ωB97M-V/def2-TZVPD",
  "species": ["Pd", "Se", "P", "Se", "C", "C", "C", "C", "C", "C", "C", "C", "C", "C", "C", "C", "H", "H", "H", "H", "H", "H", "H", "H", "H", "H", "C", "C", "S", "O", "C", "C", "H", "H", "H", "H", "H", "H", "H", "H", "H", "H", "N", "C", "S", "C", "C", "C", "N", "C", "C", "H", "H", "H", "H", "H", "H"],
  "xyz": [[-0.00200, 0.95862, -0.11565], [0.64074, 0.07845, 2.25636], [0.96265, -1.22072, 0.53739], [2.14873, -0.66094, -1.19386], [-0.65287, -1.90899, -0.00818], [-1.56101, -2.34648, 0.95466], [-2.82818, -2.76876, 0.58090], [-3.19924, -2.76501, -0.75898], [-2.29193, -2.34595, -1.72067], [-1.02155, -1.92116, -1.35008], [1.77884, -2.76278, 1.15417], [1.82236, -3.87002, 0.30808], [2.44060, -5.04153, 0.71563], [3.03257, -5.11542, 1.97290], [2.99340, -4.01551, 2.81571], [2.36153, -2.84400, 2.40936], [-1.27867, -2.31780, 1.99991], [-3.53140, -3.09636, 1.33808], [-4.19184, -3.08890, -1.05007], [-2.57478, -2.33711, -2.76718], [-0.31909, -1.56325, -2.09030], [1.37807, -3.80699, -0.67881], [2.46549, -5.89689, 0.05065], [3.52102, -6.02915, 2.29131], [3.45105, -4.06617, 3.79716], [2.31413, -1.98396, 3.06735], [-5.07337, 2.21250, -1.02148], [-4.43275, 0.87440, -0.68384], [-2.64131, 0.98718, -0.31099], [-2.11349, 1.88500, -1.39582], [-2.79581, 1.96991, 1.23495], [-2.41657, 3.42728, 1.01900], [-6.06413, 2.07201, -1.45920], [-4.45079, 2.73782, -1.74669], [-5.18219, 2.84275, -0.13881], [-4.46893, 0.19561, -1.53880], [-4.89910, 0.36489, 0.16323], [-2.10932, 1.48725, 1.92923], [-3.81611, 1.86254, 1.61196], [-1.39707, 3.50290, 0.63922], [-2.47652, 3.96196, 1.97012], [-3.08063, 3.91016, 0.30263], [5.20415, 1.02701, -1.23163], [4.93894, 2.27780, -1.59941], [5.97108, 3.23994, -2.46623], [3.59388, 2.74266, -1.15989], [3.25254, 2.70839, 0.18265], [1.96640, 3.06314, 0.54416], [1.02443, 3.42696, -0.32809], [1.36962, 3.45788, -1.61635], [2.63956, 3.14848, -2.07790], [6.06098, 0.60340, -1.54635], [4.45955, 0.43814, -0.85846], [3.96177, 2.37207, 0.92704], [1.65930, 3.02303, 1.58103], [0.58139, 3.72875, -2.30826], [2.87586, 3.18499, -3.13291]],
  "nbo_charge": [0.122, -0.616, 0.939, -0.649, -0.390, -0.201, -0.227, -0.235, -0.234, -0.149, -0.394, -0.135, -0.241, -0.223, -0.223, -0.197, 0.230, 0.203, 0.201, 0.204, 0.238, 0.216, 0.202, 0.200, 0.202, 0.236, -0.632, -0.610, 1.245, -1.000, -0.606, -0.627, 0.203, 0.237, 0.201, 0.220, 0.210, 0.253, 0.200, 0.259, 0.202, 0.205, -0.757, 0.136, -0.226, -0.068, -0.241, 0.053, -0.448, 0.046, -0.235, 0.400, 0.439, 0.224, 0.209, 0.199, 0.228],
  "energy_ha": -7107.26461,
  "homo_ev": -3.5,
  "charge": -1,
  "relative_energy_kcal_mol": 15.7,
  "homo_lumo_gap_ev": 6.02,
  "lumo_ev": 2.488
}